(1)
9
Properties=species:S:1:pos:R:3:nbo_charge:R:1 method="wB97M-V/def2-TZVPD" e_homo_ha=-0.1322 relative_energy_kj_mol=554.0 total_charge=-1 total_energy_ha=-718.7970 spin_multiplicity=1 smiles="C=[S@@]1([O-])=C(C#N)O1" gap_ev=7.4
C -0.3443 0.0650 -0.9832 -1.0680
S 1.3121 -0.0104 -1.1246 1.9891
O 1.7961 0.6602 -2.2916 -0.9453
C 2.6237 -0.3941 0.0361 -0.3716
C 2.8401 -0.3830 1.3850 0.1638
N 3.1870 -0.3848 2.4968 -0.4299
O 1.7308 -1.5253 -0.9681 -0.7656
H -0.5659 1.0465 -1.3856 0.2060
H -0.8843 -0.2427 -0.0341 0.2214

=====

(2)
9
Properties=species:S:1:pos:R:3:nbo_charge:R:1 method="wB97M-V/def2-TZVPD" e_homo_ha=-0.3629 relative_energy_kj_mol=158.5 total_charge=0 total_energy_ha=-1311.6634 spin_multiplicity=1 gap_ev=9.7
N 1.1395 -1.5510 0.6997 -1.1409
N -1.7513 0.4125 -0.7300 -1.0760
P 1.7502 -0.1771 0.3326 1.3685
S 1.3928 1.6443 0.8986 -0.4438
Cl 3.2355 -0.4649 -0.9276 -0.1804
H -2.4617 -0.2994 -0.6097 0.3573
H 0.3574 -1.4932 1.3412 0.3954
H -2.1894 1.2014 -1.1951 0.3603
H -1.4731 0.7275 0.1902 0.3596

=====

(3)
23
Properties=species:S:1:pos:R:3:nbo_charge:R:1 method="wB97M-V/def2-TZVPD" e_homo_ha=-0.3183 relative_energy_kj_mol=80.3 total_charge=0 total_energy_ha=-384.6013 spin_multiplicity=1 smiles=CCc1c[nH]cn1.CC gap_ev=9.4
C -1.4470 -1.7799 1.6373 -0.6081
C -0.8113 -2.6334 0.5689 -0.4275
C 0.1036 -1.8035 -0.2934 0.0962
C -0.0341 -1.0776 -1.4307 -0.1147
N 1.1375 -0.4061 -1.6417 -0.5347
C 1.9757 -0.7650 -0.6108 0.1724
N 1.3839 -1.5820 0.1965 -0.4662
H -2.1132 -0.9512 1.3796 0.2086
H -0.7051 -1.2609 2.2479 0.2160
H -2.0528 -2.3839 2.3197 0.2054
H -0.1804 -3.4287 0.9386 0.2288
H -1.5541 -3.1017 -0.0849 0.2059
H -0.9205 -0.9537 -2.0287 0.2123
H 1.3536 -0.0289 -2.5484 0.4131
H 2.9504 -0.3055 -0.6688 0.1927
C -1.0084 4.1493 -0.2332 -0.6222
C -0.3455 4.2234 1.2053 -0.6069
H -1.7091 4.9706 -0.1076 0.2089
H -0.2933 4.3258 -1.0256 0.2072
H -1.4960 3.1836 -0.1907 0.2094
H 0.6987 4.4252 1.1383 0.2005
H -0.5469 3.2907 1.7204 0.2044
H -0.6418 5.1043 1.7765 0.1986

=====

(4)
46
Properties=species:S:1:pos:R:3:nbo_charge:R:1 method="wB97M-V/def2-TZVPD" e_homo_ha=-0.1980 relative_energy_kj_mol=312.8 total_charge=-1 total_energy_ha=-1052.7823 spin_multiplicity=1 gap_ev=8.3
C 1.6640 1.5879 -0.4518 -0.2475
N 0.8578 0.3954 -0.1759 -0.7221
C 1.4213 -0.9549 -0.5845 0.1212
O 0.4985 -1.5746 -1.4508 -0.9909
C 1.3429 2.7743 0.4411 -0.4300
C 0.1684 3.5967 -0.0073 -0.6049
H 1.5429 1.8451 -1.5166 0.1756
H 2.7630 1.3541 -0.6079 0.2114
H -0.0084 0.4630 -0.5234 0.3818
H 1.5946 -1.5662 0.2744 0.1101
H 2.4577 -0.9471 -1.0861 0.1423
H 1.1360 2.5570 1.5469 0.2160
H 2.2104 3.4601 0.5660 0.1996
H 0.0384 3.9319 -1.0049 0.2024
H 0.1523 4.4936 0.5952 0.1979
H -0.6465 3.0170 0.0837 0.2041
H -2.1145 -0.2582 -0.1960 0.5229
H -2.7800 0.4505 -1.3534 0.4646
O -2.1636 0.6741 -0.6678 -1.0299
H 1.3287 -4.0101 -2.0783 0.4679
H 0.1544 -3.3018 -2.7065 0.4995
O 0.6699 -4.1793 -2.7538 -0.9726
H 0.3031 -2.5198 2.2580 0.4840
H -0.5317 -2.1085 3.4682 0.5053
O 0.4112 -2.1786 3.1785 -0.9762
H -3.5078 1.0449 0.7506 0.4845
H -2.3636 1.0069 1.7278 0.5040
O -3.2416 0.6120 1.5860 -1.0017
H -1.2583 -2.2540 0.4844 0.4698
H -0.9959 -1.7938 -0.9008 0.5146
O -1.8368 -1.9598 -0.2640 -1.0195
H -3.4119 -2.2332 2.0804 0.4781
H -2.4274 -1.1029 2.0111 0.5076
O -2.5167 -2.0004 2.3762 -0.9965
H 1.6410 0.3173 -2.9955 0.4813
H 2.0458 -0.4997 -4.3249 0.4843
O 2.2763 0.1951 -3.6183 -0.9704
H -0.2571 1.2404 1.1933 0.4890
H 0.1186 0.7190 2.5395 0.4842
O -0.6057 1.0788 2.0403 -0.9946
H -0.7934 0.0856 -2.9407 0.4516
H 0.1381 -1.0129 -2.9028 0.4991
O -0.2235 -0.3099 -3.4982 -1.0051
H 1.6593 0.3483 2.4645 0.4660
H 1.4025 -0.6729 3.5307 0.4934
O 1.6870 0.1894 3.4136 -0.9522

=====

(5)
61
Properties=species:S:1:pos:R:3:nbo_charge:R:1 method="wB97M-V/def2-TZVPD" e_homo_ha="-0.0728 / -0.0753" relative_energy_kj_mol=0.0 total_charge=-2 total_energy_ha=-5374.0513 s_squared=0.755 spin_multiplicity=2 gap_ev="6.2 / 6.1"
K 0.4259 1.4415 2.5132 0.9144
N -0.2997 2.6788 5.0346 -0.8628
C 0.2009 3.9959 4.5991 -0.2887
C 1.6951 3.8026 4.3146 0.5651
O 2.4269 3.6766 5.3384 -0.8136
N 1.9840 3.6895 3.0411 -0.6950
C 3.3684 3.3503 2.7382 -0.3499
C 3.4808 2.4145 1.5235 0.7800
O 4.2121 2.7555 0.5705 -0.7791
O 2.8267 1.3193 1.5808 -0.8751
H -1.2506 2.7222 5.3793 0.3473
H 0.2985 2.3735 5.7962 0.3684
H 0.0773 4.7735 5.3641 0.1539
H -0.3241 4.2971 3.6910 0.1795
H 3.8460 2.8487 3.5911 0.1931
H 3.9531 4.2498 2.5177 0.1723
Cl -2.2890 1.5126 0.5096 -0.0227
C -3.4895 0.2608 0.7134 -0.0729
C -4.4770 0.2079 -0.2525 -0.2345
C -5.4676 -0.7605 -0.1828 -0.2863
C -5.4334 -1.6648 0.8691 -0.2425
C -4.4327 -1.5913 1.8192 -0.0675
Cl -4.4777 -2.7924 3.0848 -0.0301
C -3.3936 -0.6246 1.8166 -0.1979
S -2.1701 -0.5439 3.0127 -0.4248
H -4.4583 0.9295 -1.0587 0.2145
H -6.2460 -0.8113 -0.9331 0.2002
H -6.1817 -2.4417 0.9589 0.2099
C 2.8295 -1.7462 0.5859 -1.1002
Ge 1.2535 -0.9426 -0.2520 1.2951
C -0.1816 -2.2732 -0.3876 -0.4850
C -1.4692 -1.9021 -0.7818 -0.2056
C -2.5260 -2.7964 -0.7189 -0.2070
C -2.3141 -4.0890 -0.2565 -0.2234
C -1.0416 -4.4781 0.1360 -0.2420
C 0.0123 -3.5753 0.0754 -0.1552
C 1.7888 -0.0268 -1.9101 -0.4504
C 2.6693 1.0046 -1.6797 -0.2040
C 3.1594 1.8102 -2.7305 -0.1974
C 2.7549 1.5889 -4.0132 -0.1999
C 1.8544 0.5335 -4.3074 -0.0959
C 1.4392 0.2784 -5.6380 -0.1936
C 0.5882 -0.7489 -5.9310 -0.2411
C 0.1156 -1.5790 -4.8929 -0.2267
C 0.4975 -1.3537 -3.5993 -0.2105
C 1.3693 -0.2887 -3.2546 0.0245
H 3.3165 -2.4623 -0.0804 0.2089
H 2.5456 -2.2455 1.5127 0.2234
H 3.5021 -0.9226 0.8236 0.2812
H -1.6555 -0.8869 -1.1154 0.2183
H -3.5229 -2.4701 -0.9904 0.2187
H -3.1449 -4.7801 -0.1774 0.1994
H -0.8723 -5.4807 0.5122 0.1948
H 0.9960 -3.8859 0.4103 0.1933
H 3.0050 1.2357 -0.6721 0.2875
H 3.8459 2.6083 -2.4757 0.2288
H 3.1108 2.2102 -4.8291 0.1900
H 1.8169 0.9221 -6.4259 0.1940
H 0.2786 -0.9290 -6.9540 0.1943
H -0.5545 -2.3997 -5.1194 0.1998
H 0.1287 -1.9985 -2.8135 0.2311

=====

(6)
17
Properties=species:S:1:pos:R:3:nbo_charge:R:1 method="wB97M-V/def2-TZVPD" e_homo_ha=-0.3408 relative_energy_kj_mol=256.5 total_charge=0 total_energy_ha=-360.0996 spin_multiplicity=1 smiles="C/N=C/N=C/N1CC1" gap_ev=10.0
C -0.9406 2.8731 2.0037 -0.4279
N -0.2257 1.7705 1.2395 -0.4555
C -0.9386 1.2769 0.3052 0.2442
N -0.5345 0.2104 -0.4955 -0.5341
C 0.4894 -0.3960 -0.0158 0.3311
N 1.2117 -1.3170 -0.8109 -0.4098
C 0.8614 -2.7248 -0.6775 -0.2419
C 0.4245 -1.9334 -1.8825 -0.2598
H -1.9007 3.0299 1.5114 0.1700
H -0.3986 3.8366 2.0677 0.2026
H -1.1400 2.5329 3.0065 0.1991
H -1.9249 1.6665 0.0386 0.1453
H 0.8164 -0.2539 1.0009 0.1944
H 1.6767 -3.4329 -0.8276 0.2075
H 0.1227 -2.9686 0.1082 0.2027
H -0.6179 -1.6317 -1.9406 0.2208
H 0.8294 -2.0011 -2.8954 0.2113